[1]
# FH2IP2

A structure of composition FH2IP2 (ωB97M-V/def2-TZVPD, the Open Molecules 2025 dataset).

Properties
- lowest unoccupied orbital energy (alpha / beta) (eV) = -0.770 / -3.133
- Kohn-Sham gap (alpha / beta) (eV) = 6.600 / 6.418
- ΔE to the lowest compared entry with this formula, charge and spin (kcal/mol) = 8.2
- spin multiplicity = 3
- E_tot (eV) = -29425.54056
- expectation value of S² = 2.007
- HOMO energy (alpha / beta) (eV) = -7.37 / -9.55

```
6
Properties=species:S:1:pos:R:3:mulliken_charge:R:1
F -0.0755 -1.7196 1.0417 -0.2434
P -1.0744 -0.4366 1.2102 0.2247
P 0.2684 0.9452 0.5192 0.0175
I -1.1267 2.9463 0.8653 0.0133
H 0.8219 -0.8971 -1.4477 -0.2376
H 1.1864 -0.8382 -2.1886 0.2256
```

=====

[2]
# C5H7I

A structure of composition C5H7I (ωB97M-V/def2-TZVPD, the Open Molecules 2025 dataset).

Properties
- lowest unoccupied orbital energy (eV) = 0.673
- Kohn-Sham gap (eV) = 9.777
- ΔE to the lowest compared entry with this formula, charge and spin (kcal/mol) = 57.1
- E_tot (eV) = -13395.00711
- HOMO energy (eV) = -9.10

```
13
Properties=species:S:1:pos:R:3:mulliken_charge:R:1
C 0.0408 2.3153 0.0605 -0.5365
C 0.6460 1.2015 -0.3328 -0.1451
C 0.0489 -1.5099 0.7924 -0.6652
C 0.1284 -1.5650 -0.6931 -0.5573
C -0.5365 -0.4069 -0.0179 0.1168
I -2.5076 0.0590 0.0711 0.1163
H 0.6782 3.2186 0.1574 0.1984
H -0.9609 2.4658 0.2541 0.1756
H 1.7228 1.0776 -0.3971 0.2866
H -0.6610 -2.1041 1.2439 0.3102
H 0.8893 -1.2954 1.3095 0.2393
H 0.9362 -1.1316 -1.2653 0.2108
H -0.4246 -2.3248 -1.1828 0.2502
```

=====

[3]
# C17H30BKN7O2

A structure of composition C17H30BKN7O2 (ωB97M-V/def2-TZVPD, the Open Molecules 2025 dataset).

Properties
- lowest unoccupied orbital energy (eV) = -2.225
- Kohn-Sham gap (eV) = 9.264
- ΔE to the lowest compared entry with this formula, charge and spin (kcal/mol) = 0.0
- net charge = +1
- E_tot (eV) = -49641.09398
- HOMO energy (eV) = -11.49

```
58
Properties=species:S:1:pos:R:3:mulliken_charge:R:1
K 1.5523 0.5067 -0.6748 0.9670
N 0.0503 -1.8976 -0.3472 -0.4062
C -1.0050 -1.3133 0.5000 1.2581
C -0.3226 -0.5376 1.6404 -1.1090
C -0.9551 -0.7273 3.0158 0.2741
N -0.4279 0.2773 3.9329 -0.6666
C -2.4692 -0.5859 2.9078 -1.3042
C -3.0985 -1.5304 1.8648 0.3367
N -3.9114 -0.7363 0.9301 -0.5547
C -2.0424 -2.2836 1.0515 -1.5603
H 2.5241 -2.5839 -1.3933 -0.1392
H -0.3551 -2.3051 -1.1842 0.2793
H 0.4998 -2.6637 0.1479 0.2934
H -1.5303 -0.6030 -0.1381 -0.5192
H -0.3381 0.5332 1.4098 0.0298
H 0.7178 -0.8710 1.6805 0.4789
H -0.7335 -1.7464 3.3599 0.2071
H 0.4909 0.0232 4.2744 0.2544
H -1.0244 0.3815 4.7447 0.2528
H -2.6885 0.4519 2.6364 0.4010
H -2.9099 -0.7616 3.8917 0.3464
H -3.7154 -2.2696 2.3872 0.4424
H -4.5776 -0.1735 1.4479 0.2338
H -4.4590 -1.3520 0.3380 0.2780
H -2.5372 -2.8133 0.2315 0.4840
H -1.5542 -3.0464 1.6658 0.3643
C -4.5176 2.9563 0.2859 -1.2199
C -4.8519 2.9114 -1.2023 0.9536
C -5.3025 1.5199 -1.6312 -1.3378
C -3.6918 3.4208 -2.0570 -1.2018
N -2.4597 2.6460 -1.8818 0.6353
C -2.0470 1.5110 -2.4563 -0.2746
N -0.8660 1.2020 -1.9743 -0.1671
N -0.5720 2.1873 -1.0927 0.0109
N -1.5146 3.0497 -1.0306 -0.7338
H -5.3976 2.7006 0.8767 0.4473
H -4.1830 3.9480 0.5935 0.3861
H -3.7302 2.2411 0.5327 -0.0011
H -5.6665 3.6149 -1.3985 0.2685
H -4.5424 0.7729 -1.3925 0.0871
H -5.5212 1.4790 -2.7006 0.3674
H -6.2107 1.2345 -1.0994 0.4261
H -3.4278 4.4425 -1.7913 0.3849
H -3.9410 3.3915 -3.1174 0.4747
H -2.6070 0.9596 -3.1912 0.4547
O 3.8426 -0.7554 -1.4743 -0.4754
B 3.6056 -2.1277 -1.5075 0.7733
O 4.7616 -2.8471 -1.6513 -0.5985
C 5.7704 -1.8954 -1.7083 0.7263
C 7.1248 -2.0900 -1.8505 -0.7610
C 7.9132 -0.9428 -1.8788 -0.5088
C 7.3565 0.3306 -1.7705 -0.5530
C 5.9833 0.5126 -1.6289 -0.8401
C 5.2223 -0.6314 -1.5990 0.7420
H 7.5456 -3.0815 -1.9368 0.4432
H 8.9839 -1.0429 -1.9895 0.3908
H 8.0031 1.1965 -1.8003 0.3899
H 5.5435 1.4975 -1.5516 0.3888
```

=====

[4]
# C8H17N2O2

A cluster of 2 separate species, C8H17N2O2 in total (ωB97M-V/def2-TZVPD, the Open Molecules 2025 dataset).

Properties
- lowest unoccupied orbital energy (eV) = -4.891
- Kohn-Sham gap (eV) = 7.281
- ΔE to the lowest compared entry with this formula, charge and spin (kcal/mol) = 48.2
- net charge = +1
- E_tot (eV) = -15638.27997
- HOMO energy (eV) = -12.17

```
29
Properties=species:S:1:pos:R:3:mulliken_charge:R:1
C 1.6293 -1.0131 -0.7002 -0.7136
C 2.3728 -0.1667 2.0217 0.0732
C -2.6007 0.8258 -1.9164 -1.2274
C -0.2414 -2.0672 0.6784 -1.6290
C -1.3720 -0.1871 -1.7923 -0.2468
C -0.5501 0.2451 -0.4606 -1.0879
C 0.3936 -0.9526 -0.1841 0.8214
C 1.5025 1.0481 1.7183 0.4774
N 1.9577 1.8173 0.7758 -0.2803
N 0.4690 1.3422 2.4924 -0.3019
O 2.4929 -2.0736 -0.6042 -0.5352
O 2.1228 -0.9191 2.9294 -0.4060
H 2.0845 -0.1987 -1.2192 0.5988
H 3.3198 -0.4710 1.3290 0.2877
H -3.4938 0.4421 -1.4467 0.3074
H -2.3370 1.6843 -1.4185 0.3787
H -2.7360 0.9826 -2.9784 0.3461
H -0.5038 -2.9304 0.1448 0.4899
H 0.2959 -2.4883 1.5538 0.4051
H -1.2203 -1.7299 1.1364 0.3577
H -0.7734 -0.0504 -2.7689 0.3015
H -1.5968 -1.3359 -1.7008 0.2797
H 0.0598 1.0648 -0.7541 0.4025
H -1.0161 0.4702 0.4694 0.5490
H 1.5316 2.7498 0.5289 0.2881
H 2.7879 1.5453 0.1867 0.2858
H -0.2415 1.9642 2.3329 0.2251
H 2.1230 -2.8991 -0.2709 0.3589
H 0.3307 0.7568 3.2308 0.1940
```